(1)
Here is a molecular structure, C2H3Br2O2P in a non-equilibrium geometry from OMol25. Energies are from ωB97M-V with the def2-TZVPD basis set.

Results
- 2S+1: 3
- E_HOMO (spin up / spin down): -0.1989 / -0.3730 Eh
- Energy above the lowest of the compared OMol25 structures with the same formula, charge and spin: 0.0 kcal/mol
- ⟨S²⟩: 2.010

CARTESIAN COORDINATES (ANGSTROEM)
Br1 -1.1180 -1.4700 0.2750
Br2 1.8472 -0.3878 0.8589
P1 -0.5190 0.9625 2.3324
O1 1.3339 -1.2734 -2.9703
O2 0.3040 0.7624 -3.1506
C1 0.8258 -0.2543 -3.0714
C2 -0.0338 0.1020 0.7312
H1 -1.8848 0.9808 2.0326
H2 -0.1227 0.7891 -0.1146
H3 -0.6327 -0.2114 3.0768

Force components x, y, z for each atom (eV/Å):
-2.7 -3.1 -0.5
0.5 0.0 0.1
-0.1 -0.3 -0.8
0.8 -1.5 0.1
-0.7 1.5 -0.2
-0.1 0.0 0.1
2.7 3.5 0.6
-0.5 0.3 0.0
-0.1 0.1 0.2
0.1 -0.5 0.4

(2)
Here is 2 unconnected molecules or ions with the total composition C3H5O4 in a non-equilibrium geometry from OMol25. Energies are from ωB97M-V with the def2-TZVPD basis set.

Results
- 2S+1: 2
- E_HOMO (spin up / spin down): -0.3251 / -0.3647 Eh
- Energy above the lowest of the compared OMol25 structures with the same formula, charge and spin: 21.8 kcal/mol
- ⟨S²⟩: 0.753

CARTESIAN COORDINATES (ANGSTROEM)
O1 1.1534 2.1927 -2.0863
O2 -0.0210 -2.3806 0.4732
O3 0.3419 0.1085 -1.8212
O4 0.6149 0.1755 1.1521
C1 -0.7346 -0.2224 1.1112
C2 1.0281 1.0452 -1.4799
C3 -0.8426 -1.4808 0.2683
H1 -1.7865 -1.6708 -0.2777
H2 1.1483 -0.7009 1.3162
H3 1.5767 2.8784 -1.5008
H4 -1.0508 -0.4811 2.1344
H5 -1.4278 0.5362 0.7105

Force components x, y, z for each atom (eV/Å):
0.3 1.9 0.1
-1.3 1.7 -1.0
1.4 2.0 0.5
1.3 -1.7 0.8
0.1 -0.2 -0.5
-1.4 -2.7 0.0
0.7 -2.2 1.9
0.4 0.1 -0.3
-1.5 2.3 -0.6
-0.4 -1.2 -0.7
-0.4 -0.1 -0.2
0.7 0.1 0.2

(3)
Here is 6 unconnected molecules or ions with the total composition C37H40F4N3O in a non-equilibrium geometry from OMol25. Energies are from ωB97M-V with the def2-TZVPD basis set.

Results
- E_HOMO: -0.3888 Eh
- Energy above the lowest of the compared OMol25 structures with the same formula, charge and spin: 0.0 kcal/mol
- Net charge: +1

CARTESIAN COORDINATES (ANGSTROEM)
F1 -5.2882 -0.3694 0.7354
F2 -3.4981 0.7000 3.2892
F3 -2.8859 -0.4411 0.1258
F4 -0.6928 -0.1488 3.9459
O1 1.1959 0.6075 2.9071
N1 -2.6366 -3.4393 1.4500
N2 -0.7934 -4.1903 2.8061
N3 -0.5155 -2.1427 1.3562
C1 1.4838 -2.6897 -4.4165
C2 1.0621 3.5531 1.3478
C3 -1.2489 -3.2585 1.9276
C4 2.4894 -4.1208 6.6640
C5 1.2016 6.0867 0.2023
C6 1.8889 3.7762 0.2502
C7 -5.5928 0.2938 -2.2055
C8 1.2597 -1.8614 -2.1644
C9 -6.0944 0.0828 -4.5540
C10 -6.4715 0.4679 -3.2708
C11 2.8049 -2.0142 5.5342
C12 3.7579 -4.0101 7.2247
C13 -3.6358 -0.5429 2.5520
C14 0.3059 4.5971 1.8725
C15 4.5473 -2.8977 6.9457
C16 -4.3327 -0.2576 -2.4239
C17 -3.9545 -0.6372 -3.7097
C18 -3.4693 -1.8873 3.3922
C19 2.0132 -3.1240 5.8176
C20 2.2739 -3.7382 -3.9520
C21 4.0696 -1.8992 6.1023
C22 0.3740 -0.3435 3.0234
C23 2.0544 -2.9069 -1.7003
C24 0.9735 -1.7543 -3.5220
C25 2.5570 -3.8476 -2.5942
C26 3.1451 6.1148 -4.4112
C27 -3.6351 -3.2418 2.5486
C28 -3.9213 -0.4290 1.1408
C29 2.7160 4.4039 -6.5649
C30 3.5915 5.4781 -6.6927
C31 3.8026 6.3366 -5.6180
C32 0.3790 5.8649 1.3033
C33 2.2725 5.0384 -4.2822
C34 1.9549 5.0419 -0.3247
C35 0.6413 -1.6870 2.1716
C36 2.0543 4.1853 -5.3599
C37 -4.8371 -0.4714 -4.7726
H1 -2.9714 -1.0634 -3.8823
H2 -2.4789 -1.8866 3.9742
H3 3.1708 -4.6662 -2.2323
H4 4.6840 -1.0311 5.8871
H5 1.1004 -2.4670 2.8711
H6 2.2813 -2.9887 -0.6413
H7 1.3697 3.3494 -5.2606
H8 -2.8188 -2.8522 0.6204
H9 1.8714 -4.9852 6.8862
H10 -0.8764 -4.0092 3.8185
H11 0.3529 -0.9403 -3.8830
H12 -4.5443 -0.7737 -5.7730
H13 -6.7809 0.2151 -5.3837
H14 4.4800 7.1778 -5.7201
H15 -0.3406 4.4225 2.7267
H16 -3.6413 -0.3931 -1.5938
H17 -0.2055 6.6801 1.7167
H18 -3.4706 -4.1151 3.2972
H19 1.7610 4.8648 -3.3406
H20 4.1313 -4.7896 7.8801
H21 1.4813 -1.4055 1.4220
H22 -4.7078 -3.4086 2.1438
H23 1.0076 2.5654 1.7940
H24 -0.3734 -5.0827 2.4797
H25 -5.8896 0.5888 -1.2060
H26 -4.3051 -1.8846 4.2003
H27 4.1092 5.6470 -7.6315
H28 1.2550 7.0740 -0.2447
H29 5.5349 -2.8095 7.3860
H30 2.5491 3.7367 -7.4043
H31 2.6687 -4.4697 -4.6492
H32 1.2654 -2.6031 -5.4754
H33 2.5951 5.2146 -1.1841
H34 2.4807 2.9633 -0.1578
H35 -0.2960 -2.2568 0.3523
H36 -7.4508 0.9025 -3.1009
H37 3.3133 6.7815 -3.5715
H38 0.8631 -1.1290 -1.4663
H39 2.4351 -1.2382 4.8711
H40 1.0234 -3.2114 5.3780

Force components x, y, z for each atom (eV/Å):
4.1 1.4 0.2
-2.2 -3.0 -1.1
-3.2 -1.5 2.7
2.0 -1.5 -2.2
-4.2 -5.0 0.7
3.9 1.8 0.9
0.4 0.6 1.5
-0.2 -3.2 2.4
0.0 0.0 0.1
0.0 0.0 -0.1
-3.3 0.9 -3.6
0.0 0.0 0.0
0.0 -0.1 0.1
-0.1 0.1 0.0
0.0 0.0 -0.1
0.0 -0.2 0.0
0.0 0.0 0.1
0.1 -0.1 0.0
-0.1 -0.1 0.0
0.0 0.1 -0.1
1.3 0.3 -0.4
0.0 0.0 -0.1
-0.1 0.0 0.0
0.0 -0.1 -0.1
-0.2 0.0 0.0
0.7 0.8 -0.3
0.3 0.0 0.0
0.0 0.1 0.1
0.0 0.0 0.0
3.3 4.7 -0.2
-0.2 0.0 -0.1
-0.1 0.0 0.0
0.0 0.0 0.0
0.0 -0.1 -0.1
-1.1 -1.3 1.6
-0.7 0.1 0.8
0.0 0.0 0.1
0.0 0.0 0.1
-0.1 -0.1 0.0
0.0 -0.1 -0.1
0.0 0.0 -0.1
0.0 0.0 0.0
1.2 0.6 -0.2
0.1 0.1 0.0
0.0 0.0 0.0
-0.1 0.0 0.0
-1.3 -0.1 -0.7
0.0 0.1 0.0
-0.1 -0.1 0.0
-0.9 0.9 -0.9
0.1 0.0 0.0
0.0 0.1 0.0
0.0 -0.1 0.7
0.1 0.1 0.0
0.3 -0.4 -0.9
0.1 -0.1 0.0
0.0 0.0 0.1
0.1 0.0 0.1
-0.1 -0.1 0.0
0.1 0.0 -0.1
-0.4 0.1 -0.7
0.0 -0.1 0.0
-0.3 1.5 -1.2
0.0 0.0 -0.1
0.0 0.1 -0.1
-1.5 -0.2 1.5
2.0 0.5 0.4
0.0 0.2 -0.1
-0.6 1.1 0.3
0.0 0.0 -0.2
1.2 0.2 -1.4
-0.1 0.0 0.1
0.0 -0.1 0.0
-0.1 0.0 0.0
0.0 0.1 0.1
0.0 0.1 0.1
0.0 0.0 0.1
0.0 0.0 0.1
0.0 0.1 0.0
-0.6 0.5 0.3
0.1 0.0 0.0
0.0 0.0 -0.1
0.1 0.1 -0.1
0.1 0.0 0.1
0.0 0.0 0.1

(4)
Here is a molecular structure, C38H31MoN2O2S3SbSe in a non-equilibrium geometry from OMol25. Energies are from ωB97M-V with the def2-TZVPD basis set.

Results
- 2S+1: 2
- E_HOMO (spin up / spin down): -0.3938 / -0.3955 Eh
- ⟨S²⟩: 0.762
- Net charge: +1

CARTESIAN COORDINATES (ANGSTROEM)
Sb1 2.2466 -0.7327 -2.9409
Mo1 0.6088 0.2263 -0.2960
Se1 0.9009 -1.3861 -6.0646
S1 -0.1362 0.4668 -2.3924
S2 1.9534 -2.6703 -4.4682
S3 1.8156 -1.7687 -0.8073
O1 2.2151 1.2085 -0.2289
O2 -0.8059 -0.8507 0.5068
N1 -0.2121 2.0499 0.7923
N2 -2.6517 -3.9484 -7.6916
C1 -1.5424 2.0143 1.1215
C2 -4.6131 -3.1731 -1.9192
C3 -0.2669 -3.5277 -7.5916
C4 3.2094 1.1309 4.5250
C5 -3.7544 -1.1779 2.6102
C6 -0.5639 -2.4471 -6.7048
C7 -2.8994 -2.8544 -7.0037
C8 -2.9803 -1.5983 4.8485
C9 -1.3488 3.9609 2.5509
C10 5.7435 3.1871 -1.0469
C11 -2.2093 -0.4677 0.7119
C12 0.5446 2.9914 1.3641
C13 -1.3826 -4.3295 -7.9644
C14 -1.7188 -1.0773 4.4935
C15 2.8020 1.8714 0.9162
C16 -3.3142 -2.7367 0.0996
C17 -4.1464 -3.5403 -0.6607
C18 3.4177 1.6375 3.2434
C19 -4.3285 -1.8342 -2.3364
C20 -0.0205 3.9515 2.2494
C21 1.8249 0.0436 2.4170
C22 4.4738 3.0184 -0.4863
C23 2.7091 1.0766 2.1775
C24 6.8757 2.6305 -0.4769
C25 -2.4126 1.0768 0.3907
C26 -3.4409 -1.0444 -1.5819
C27 -1.8384 -2.1364 -6.3644
C28 2.0208 3.1569 1.0410
C29 -3.9997 -1.6624 3.9094
C30 1.7817 -0.5551 3.6639
C31 -1.5086 -0.6807 3.1872
C32 5.3530 1.4641 1.0302
C33 6.6380 1.6573 0.5368
C34 -2.5058 -0.8073 2.1753
C35 2.3340 0.0549 4.7575
C36 4.2370 2.1383 0.4686
C37 -3.1415 -1.3727 -0.2219
C38 -2.1758 3.0101 1.8659
H1 -4.5801 -1.1693 1.8951
H2 3.7048 3.4826 -1.0969
H3 -2.2613 1.1578 -0.6916
H4 5.8964 3.9155 -1.8402
H5 4.2572 2.3515 3.1059
H6 -3.2191 2.9208 2.0400
H7 -5.2668 -3.7568 -2.5883
H8 -3.4995 1.3671 0.5297
H9 3.5563 1.7474 5.3205
H10 1.2815 -0.4244 1.5545
H11 2.0299 3.6987 0.0758
H12 1.2178 -1.4713 3.6366
H13 -4.4142 -4.4901 -0.2186
H14 -0.4553 -0.3319 2.9638
H15 -1.8152 4.7952 3.0875
H16 -3.9034 -2.5505 -6.9355
H17 2.3310 -0.4819 5.7002
H18 2.3138 3.7962 1.8848
H19 7.4223 0.9689 0.8255
H20 0.7508 -3.7330 -7.9542
H21 -2.7461 -3.1914 0.9573
H22 -3.1091 -1.8064 5.9065
H23 0.6331 4.6693 2.7251
H24 -2.0061 -1.1958 -5.8107
H25 -0.9290 -1.0666 5.2225
H26 7.8974 2.9977 -0.7455
H27 -4.6306 -1.3346 -3.2558
H28 -3.1208 -0.1709 -2.1370
H29 5.1594 0.8610 1.8664
H30 -1.2009 -5.2896 -8.5020
H31 -5.0812 -1.9092 4.0729

Force components x, y, z for each atom (eV/Å):
-0.9 -0.4 -0.1
-0.8 -1.7 -0.5
0.7 0.1 0.1
1.2 -0.2 0.1
-0.7 0.9 0.0
0.1 0.3 -0.4
-1.6 -0.5 0.8
0.6 2.4 -1.0
-0.6 -0.3 0.8
0.4 -0.8 -0.6
-0.4 1.5 -0.5
-0.8 2.4 -0.5
-1.5 -0.2 0.5
-1.2 0.6 -0.5
-0.7 -0.7 -0.1
1.7 -1.6 -0.7
2.7 0.0 0.7
0.3 0.4 0.4
-1.9 -0.3 -1.7
1.1 1.2 0.6
-0.7 -0.5 0.0
-0.3 0.6 0.5
1.0 0.9 0.3
-1.4 -0.5 -0.7
0.8 -0.2 -1.2
0.4 0.8 1.0
0.1 -0.8 -0.4
0.5 -0.7 1.0
1.4 -0.9 0.7
0.9 -0.7 -0.2
0.9 0.2 -1.3
0.5 1.3 -4.0
-0.1 0.9 0.3
-0.2 -0.5 0.6
-1.4 -1.8 -0.5
-1.4 -0.1 1.0
-1.9 1.0 -0.6
-1.6 0.8 0.2
-0.9 1.0 -0.5
-1.1 -0.3 -1.0
1.5 0.1 -1.0
-0.2 0.9 -1.4
-0.1 0.3 -0.7
1.1 0.9 1.1
1.5 -0.5 -0.1
0.4 -1.6 2.9
2.5 -0.2 -1.4
2.6 -0.2 1.2
0.2 -0.1 0.3
-0.3 0.1 0.5
0.2 0.2 0.1
-0.3 -0.1 0.1
-1.2 -0.2 0.0
-0.7 0.2 0.0
0.4 0.0 0.8
1.3 -0.6 0.1
0.7 -0.2 0.8
0.7 -0.1 1.4
0.4 -0.1 0.6
-0.1 -0.3 0.9
0.2 -0.3 -0.4
-1.8 -0.4 -0.1
0.3 -0.6 0.2
-1.2 0.3 0.3
-0.3 0.5 0.2
0.8 -0.2 -0.6
0.2 0.4 0.5
-0.6 0.0 0.4
-1.1 0.7 -0.6
-0.3 -0.4 -0.2
0.1 0.0 -0.1
-0.2 -0.9 0.0
0.2 0.3 0.1
-1.0 -0.9 0.0
-0.2 -0.9 -0.1
0.0 0.5 0.7
0.2 -1.2 0.6
-0.5 1.0 0.3
1.4 -0.1 0.5